[1]
Below is a structure of composition C28H42NO2SiTi, with properties calculated with the ωB97M-V functional and the def2-TZVPD basis.

Geometry as XYZ:
```
75
Properties=species:S:1:pos:R:3:forces:R:3:lowdin_spin:R:1
C 1.3785 -1.7633 -1.5106 0.3 -0.6 -0.1 0.039
C -0.5569 -0.9602 3.8851 -0.7 -0.1 0.2 0.001
H 6.0080 -0.8320 4.9916 -0.1 0.0 -0.1 0.001
H 0.4807 -2.9542 0.1963 0.2 0.4 -0.1 -0.001
H 1.3049 1.3016 -2.4841 0.1 0.0 0.2 0.009
C 2.7239 -0.8411 4.0975 0.5 0.0 0.2 0.004
H -4.0789 -1.7818 -3.0030 0.2 0.4 0.2 0.000
H 3.7612 -1.5212 5.8606 0.1 0.1 -0.3 0.000
H -1.9888 1.1213 2.0452 0.2 0.1 0.0 0.000
C 2.6074 -1.0717 -1.6108 -0.1 -0.8 0.1 0.026
H -4.7406 -0.2720 -2.2754 0.1 -0.2 -0.3 0.000
C -1.1213 1.6713 2.4225 -0.7 0.3 -0.1 0.001
H 0.9706 3.3599 1.3623 0.2 -0.4 -0.1 0.007
Ti 1.3508 0.0336 0.0187 0.9 -0.5 0.3 1.393
C -1.8079 -1.6712 -1.4912 0.2 0.1 -0.3 0.003
C 3.2698 -1.1556 -0.3472 0.0 -1.0 -0.1 0.015
C 1.3673 2.7453 0.5543 1.0 0.5 -0.6 0.080
H -4.5024 2.1577 -5.5319 0.2 -0.1 0.1 0.000
C -3.5135 0.4519 -4.6599 -0.3 0.5 -1.0 0.000
H -0.3927 -0.9644 4.9696 -0.1 -0.1 -0.1 0.000
H -1.0904 -2.4936 -1.4869 0.1 0.2 0.2 0.000
H 1.7752 -1.2145 4.4708 0.1 0.1 -0.1 0.000
H -4.8926 -1.2119 -5.1902 -0.1 0.1 0.1 0.000
C 2.8484 1.6964 -0.8608 -0.3 0.8 -0.2 0.067
C 2.4553 -1.9527 0.5152 0.4 -0.8 -0.5 0.040
H -5.7144 0.2402 -4.4625 0.1 -0.2 -0.2 0.000
H 3.5557 2.8193 0.9583 -0.3 -0.3 -0.1 0.004
H -0.4569 2.3211 -0.7084 0.3 0.0 0.1 0.005
H -0.7867 2.3471 1.6345 0.0 -0.2 0.1 0.000
H -1.4831 2.3024 3.2516 0.0 -0.2 -0.2 0.000
C -1.8719 -1.2586 0.8233 1.0 0.4 -0.1 0.007
H -3.6004 -1.1171 -0.4605 0.1 -0.1 0.1 0.000
C -2.6411 0.0330 -5.8310 0.1 0.2 0.0 0.001
C 5.1146 -0.6508 4.3960 0.0 -0.1 0.3 0.006
C -4.8085 -0.3688 -4.5021 0.5 0.3 0.3 0.000
H -4.4229 2.1807 -3.7630 0.2 0.0 -0.1 0.000
Si 0.2218 0.5928 3.1525 2.1 -0.4 -0.7 0.010
H -3.1719 0.1849 -6.7782 0.0 0.0 0.2 0.000
N 1.6042 0.1434 2.1362 -0.5 0.6 2.0 0.034
C 1.2578 -2.2860 -0.1743 1.1 -0.3 -0.6 0.012
C 2.7776 -0.1462 2.8565 -1.3 0.3 -0.3 0.007
H -1.3052 -2.0728 1.2945 0.0 0.3 -0.1 0.000
C 3.8571 -1.0492 4.8782 0.3 0.2 -0.6 0.000
C 2.7337 2.4581 0.3400 -1.2 0.8 -0.2 0.056
C -2.7347 -1.7734 -0.3052 -0.5 -0.1 -0.2 0.002
C 0.6069 2.1770 -0.5224 0.5 0.5 -0.3 0.062
C 0.8550 1.6427 4.5766 -0.1 0.2 0.6 0.004
H -2.2782 -1.6692 -2.4613 0.0 -0.2 0.1 0.000
H 3.7867 1.4362 -1.3503 -0.3 0.0 0.2 0.004
O -2.9457 0.0468 -3.3800 -2.2 -0.8 -0.9 0.001
H -2.9546 2.5412 -4.7248 -0.2 0.0 0.1 0.000
H 1.7102 2.2539 4.2555 -0.2 -0.2 0.1 0.000
C -1.1469 -0.3338 -1.2528 0.0 0.2 -0.1 0.025
C -3.8609 1.9285 -4.6693 0.3 0.2 -0.1 0.000
H 2.7344 -2.3222 1.5010 -0.2 0.4 -0.2 0.003
H 0.0492 2.3157 4.9061 0.2 -0.1 0.1 0.001
H 4.2588 -0.7587 -0.1168 -0.5 -0.2 0.0 0.003
H -1.7386 0.6537 -5.8577 0.0 -0.2 0.0 0.001
H -0.2399 -0.1898 -1.8880 -0.6 -0.1 1.1 0.011
H -1.7827 0.5199 -1.4764 -0.3 -0.2 0.0 0.002
H -2.4296 -0.7282 1.5987 0.2 0.0 -0.2 0.000
H 6.1812 0.2820 2.7536 -0.2 0.0 0.2 0.000
C 5.2116 -0.0140 3.1567 -0.7 -0.1 -0.1 0.001
H -1.6390 -0.9639 3.7072 0.0 -0.1 0.2 0.000
H 1.1661 1.0254 5.4329 0.0 0.3 -0.2 0.000
O -0.9046 -0.3054 0.1979 -0.8 -1.1 -0.3 0.024
H 3.0031 -0.6147 -2.5154 -0.2 0.1 0.3 0.003
H -0.1305 -1.8743 3.4559 -0.1 0.2 0.1 0.000
H 0.6841 -1.9384 -2.3345 0.4 0.1 0.3 0.005
H -2.3685 -1.0264 -5.7711 0.0 0.2 0.1 0.000
C -4.2200 -0.7001 -3.1447 0.4 -0.1 0.8 0.000
C 1.5380 1.5969 -1.4617 0.1 1.0 0.2 0.014
H -3.0904 -2.7953 -0.1583 0.0 0.1 0.2 0.001
C 4.0603 0.2489 2.4066 0.4 -0.1 0.1 0.005
H 4.1437 0.7877 1.4623 -0.1 -0.3 0.4 0.001
```
Forces are in eV/Å.

Summary:
HOMO (spin up / spin down)   -0.7 / -3.2 eV
Net charge   -1
Multiplicity   3
Expectation value of S²   2.01
Calculated total energy   -66294.392 eV


[2]
Below is a cluster of 6 separate species, C28H43BF15INO12 in total, with properties calculated with the ωB97M-V functional and the def2-TZVPD basis.

Geometry as XYZ:
```
101
Properties=species:S:1:pos:R:3:forces:R:3:lowdin_charge:R:1
F 7.5492 4.9500 -3.8588 0.0 -0.1 -0.2 0.163
C -4.4315 -2.5194 6.0449 0.6 -0.2 0.2 -0.025
H -4.1977 -2.8589 7.0398 0.0 -0.2 0.3 0.093
H 4.3874 2.9820 5.4370 0.1 0.0 -0.2 0.129
F 3.0843 -3.0034 3.3261 0.1 0.0 -0.2 0.158
H -3.7246 -4.8259 2.9281 -0.7 0.0 -0.1 0.127
C -0.3752 1.7975 -4.3703 0.4 0.0 0.4 -0.383
C -0.4372 1.6837 -5.9033 -0.1 -0.2 -0.4 -0.534
N -2.5391 -0.1325 1.8086 0.7 -1.0 0.0 -0.023
C -6.2516 1.4106 0.0024 -0.3 0.2 -0.8 -0.399
H -3.9605 -0.2439 3.2844 -0.2 0.2 0.5 0.147
H -0.7170 -1.1223 2.4073 -0.3 -0.3 0.4 0.130
O 1.6293 1.1200 3.7841 -0.1 0.0 -0.2 0.153
O 3.3383 -5.2693 1.5580 0.0 0.2 0.1 0.047
C -1.0550 -0.4347 1.6513 0.2 0.7 -0.9 -0.091
C -3.2649 -2.1349 2.7604 -0.4 -0.8 -0.2 -0.161
H 4.5954 -6.8597 -0.1770 0.0 -0.1 0.0 0.088
C 3.1031 3.2905 -6.0897 0.4 0.0 -0.2 -0.053
C 5.8224 4.6254 -5.4323 -0.4 0.0 0.1 -0.398
F 0.7560 1.3540 -6.4182 -0.4 0.1 0.1 0.163
H 3.1551 -7.4109 -1.0483 0.0 0.0 0.0 0.087
H -0.5622 0.5006 1.8724 0.1 0.3 0.2 0.120
C 1.2765 1.4794 -1.8239 0.0 -0.3 -0.5 -0.044
H -1.1017 -0.4547 -0.5361 -0.2 0.2 -0.2 0.091
C 3.5852 -6.5872 -0.4811 0.2 0.2 0.0 -0.052
C 0.7785 2.6971 -2.5635 0.1 0.2 0.5 -0.183
H 0.4466 -0.5089 0.2076 0.3 0.3 0.0 0.076
F -8.3758 1.5829 1.0124 0.3 -0.2 0.0 0.185
C 3.8194 -3.0733 2.1977 0.3 0.3 0.2 -0.528
I -1.8651 -3.3665 -1.0952 0.1 -0.1 0.2 0.870
F 2.6475 2.6147 1.1610 0.0 -0.3 0.1 0.169
F 8.1222 4.7635 -5.9474 -0.2 -0.1 0.2 0.177
F -6.9205 0.2718 1.9585 0.0 0.1 -0.1 0.157
C -3.5392 -0.7446 0.8624 -2.0 0.7 0.1 -0.114
H -3.9710 0.9600 -1.6437 0.1 0.1 0.0 0.059
C 2.6344 1.4842 3.2396 0.1 0.1 0.4 -0.408
H -3.2324 -0.8691 -0.1606 0.9 -0.5 0.0 0.069
C 4.0459 0.9170 5.9371 0.0 -0.2 -0.3 -0.052
H 0.5535 -2.6183 -0.3386 0.1 -0.2 -0.3 0.012
H -3.8614 1.7468 -3.2213 0.0 0.0 0.0 0.077
O 2.4982 -3.6307 0.2577 0.0 0.1 0.1 0.145
F 1.9121 0.5558 1.1974 0.2 0.4 0.2 0.114
H -5.2581 3.0997 -1.6118 -0.1 0.0 0.2 0.129
H 3.3834 5.1778 -5.0676 0.2 0.0 -0.1 0.131
C 3.6652 2.1975 5.2278 0.1 0.1 0.6 -0.178
O 4.9915 3.9155 -4.6761 0.1 0.0 0.1 0.033
F 4.0228 0.9443 1.3717 -0.1 0.2 0.1 0.188
H 3.6582 -5.7190 -1.1353 -0.1 0.0 0.0 0.079
H 1.4515 3.5414 -2.4338 0.1 0.0 -0.2 0.121
H 3.3427 2.2382 -5.9366 -0.1 0.0 0.1 0.088
C 3.1386 -4.0192 1.1937 -0.1 -0.4 0.0 -0.394
O 5.5208 5.4062 -6.2828 0.1 0.0 0.0 0.179
O 3.6962 2.0242 3.7907 0.0 0.0 -0.1 0.051
H -5.3648 -2.9693 5.7310 -0.2 -0.1 -0.2 0.097
H -4.3217 0.0068 0.7849 0.4 0.2 0.0 0.085
H 5.0168 0.5636 5.5907 0.0 0.1 0.1 0.087
H -2.3410 -0.4847 3.9671 0.5 0.1 0.0 0.148
C 7.2738 4.3278 -5.0190 0.3 -0.1 0.0 -0.537
O -6.6002 1.5418 -1.2644 -0.1 0.1 0.6 0.055
F -7.8684 -0.3272 0.0982 0.2 0.3 0.3 0.175
C 3.5875 4.1181 -4.9212 -0.5 0.0 -0.1 -0.188
H 1.7239 -5.9850 0.4505 0.0 0.2 0.0 0.122
C -0.5542 -0.8905 0.2894 -0.3 -0.7 0.0 -0.257
H 2.2410 1.1476 -2.2108 0.1 0.1 0.1 0.101
F -1.3189 0.7498 -6.2587 0.1 0.2 0.1 0.177
O -5.2254 1.7704 0.5076 0.1 0.2 0.3 0.125
H 3.3181 0.1287 5.7457 -0.1 0.0 0.0 0.077
C -7.3812 0.7170 0.7832 -0.5 -0.2 0.0 -0.532
C -5.6504 2.2183 -2.1158 0.4 0.2 -0.5 -0.172
C -2.9919 -0.7063 3.1389 -0.5 0.3 -0.5 -0.046
O -1.1974 1.3259 -3.6390 -0.3 0.0 -0.2 0.151
H -2.6558 0.8711 1.7171 0.0 0.1 0.4 0.184
F 5.0464 -3.4889 2.5234 -0.3 0.1 -0.1 0.181
H -4.3095 -2.7643 0.9281 0.0 -0.4 -0.1 0.089
H 1.3800 1.7112 -0.7730 0.0 0.1 0.1 0.054
H 4.0967 1.0857 7.0112 0.0 0.0 0.0 0.087
O 0.6973 2.4790 -3.9858 -0.3 0.0 -0.2 0.030
H 3.0895 3.8093 -4.0057 0.2 -0.1 0.1 0.101
C -0.3936 -2.4117 0.1276 -0.1 0.7 0.0 -0.622
C 2.8260 1.4054 1.7178 0.1 -0.4 -0.4 -0.522
H -6.2152 2.5553 -2.9809 -0.2 -0.1 0.1 0.133
H -5.2170 -1.6333 1.9133 -0.3 0.1 0.2 0.112
H -4.5131 -1.4410 6.0768 -0.2 0.3 -0.1 0.088
F 3.9090 -1.8431 1.6825 -0.1 -0.2 0.2 0.159
C -4.5432 1.2731 -2.5176 0.0 -0.2 0.1 -0.046
H -2.4275 -2.6196 2.2500 0.7 0.2 0.3 0.131
H -0.3520 -2.8592 1.1100 -0.2 -0.5 0.1 0.041
H 2.6505 -7.1644 1.3691 0.1 0.1 0.1 0.128
F -0.8249 2.8576 -6.4285 0.1 -0.2 0.1 0.171
O -3.3252 -2.8777 5.1919 -0.7 0.4 0.1 0.045
F 7.4662 3.0104 -4.8457 0.0 0.3 0.0 0.162
H 3.5844 3.6080 -7.0142 0.0 0.1 0.0 0.087
B -3.6517 -3.1685 3.9026 0.1 0.3 -0.1 -0.623
H 2.0302 3.3920 -6.2093 0.0 0.1 0.0 0.060
H 0.5772 0.6515 -1.9347 0.0 0.0 0.0 0.065
C -4.2282 -1.9168 1.5903 1.0 -0.2 -0.4 -0.110
O -4.2732 -4.3385 3.5642 0.6 -0.5 0.0 0.196
H 2.6848 2.5560 5.5355 -0.1 -0.1 -0.2 0.126
H -4.9550 0.3769 -2.9823 0.0 0.0 -0.1 0.095
H -0.2000 2.9950 -2.1900 -0.1 0.0 -0.1 0.127
C 2.7313 -6.2880 0.7311 -0.1 -0.5 -0.3 -0.183
```
Forces are in eV/Å.

Summary:
HOMO   -12.2 eV
Net charge   +1
Multiplicity   1
Calculated total energy   -105330.553 eV


Number 1: largest force on an atom 2.48 eV/Å. Number 2: largest force on an atom 2.16 eV/Å.